The following is a quantum chemistry calculation of C29H26BN14OTi as an isolated structure, from the OMol25 dataset.

Positions of all 72 atoms, in Å:
1 Ti 1.52 1.52 -1.02
2 C 5.59 1.23 -2.21
3 C 4.30 0.74 -2.27
4 N 3.48 1.51 -1.52
5 N 4.25 2.50 -0.97
6 C 5.51 2.34 -1.37
7 B 3.60 3.60 -0.10
8 N 2.87 2.88 1.09
9 C 3.01 3.01 2.40
10 C 2.13 2.13 3.05
11 C 1.47 1.47 2.05
12 N 1.92 1.92 0.84
13 N 2.50 4.25 -0.97
14 C 2.34 5.51 -1.37
15 C 1.22 5.58 -2.21
16 C 0.74 4.30 -2.27
17 N 1.51 3.48 -1.52
18 H 6.46 0.84 -2.69
19 H 3.92 -0.11 -2.81
20 H 6.28 3.02 -1.04
21 H 4.39 4.39 0.30
22 H 3.71 3.72 2.81
23 H 2.01 2.01 4.12
24 H 0.71 0.71 2.11
25 H 3.01 6.28 -1.04
26 H 0.83 6.46 -2.70
27 H -0.11 3.92 -2.81
28 C -4.19 1.20 -1.30
29 N -2.77 1.56 -1.07
30 C -1.67 1.00 -1.53
31 N -0.60 1.63 -1.02
32 C -1.17 2.62 -0.24
33 N -2.47 2.59 -0.24
34 C -4.76 0.52 -0.08
35 C -5.86 1.04 0.60
36 C -6.36 0.38 1.71
37 C -5.78 -0.78 2.17
38 C -4.67 -1.30 1.49
39 C -4.18 -0.65 0.36
40 C -3.99 -2.50 1.95
41 N -4.24 -3.27 2.96
42 N -3.27 -4.24 2.96
43 C -2.50 -4.00 1.95
44 O -2.90 -2.90 1.25
45 C -1.30 -4.67 1.49
46 C -0.78 -5.78 2.16
47 C 0.39 -6.37 1.70
48 C 1.05 -5.86 0.59
49 C 0.52 -4.76 -0.09
50 C 1.20 -4.19 -1.30
51 N 1.56 -2.77 -1.08
52 C 1.00 -1.67 -1.53
53 N 1.63 -0.60 -1.03
54 C 2.62 -1.17 -0.24
55 N 2.59 -2.47 -0.25
56 C -0.65 -4.18 0.36
57 H -4.21 0.56 -2.18
58 H -4.71 2.13 -1.53
59 H -1.67 0.17 -2.22
60 H -0.61 3.35 0.32
61 H -6.32 1.96 0.26
62 H -7.23 0.79 2.23
63 H -6.16 -1.30 3.04
64 H -3.33 -1.08 -0.17
65 H -1.30 -6.16 3.03
66 H 0.79 -7.23 2.22
67 H 1.96 -6.32 0.25
68 H 0.56 -4.20 -2.18
69 H 2.13 -4.71 -1.54
70 H 0.17 -1.67 -2.22
71 H 3.35 -0.61 0.32
72 H -1.08 -3.33 -0.17

Output
Total charge: +3
Frontier orbital gap (Eh): 0.1133
Largest force on an atom (eV/Å): 0.71
Spin multiplicity: 1



The following is a quantum chemistry calculation of a 2-piece molecular cluster, C10H17N5 overall in a non-equilibrium geometry, from the OMol25 dataset.

Positions of all 32 atoms, in Å:
1 C -5.28 -1.86 0.09
2 C -3.99 1.96 0.69
3 C -4.70 1.26 -0.17
4 C -1.92 0.70 -0.08
5 C -2.48 1.68 0.90
6 C 0.59 -1.71 0.25
7 C 1.35 0.18 -1.45
8 C 1.81 -1.41 1.08
9 C 2.50 0.39 -0.45
10 C 0.18 -0.60 -0.85
11 N -5.46 -2.98 0.25
12 N -4.18 0.32 -0.95
13 N -2.85 0.05 -0.85
14 N -0.62 0.41 -0.15
15 N 2.91 -0.95 0.19
16 H -4.60 2.62 1.36
17 H -5.70 1.23 -0.37
18 H -1.78 2.66 1.00
19 H -2.35 1.24 1.86
20 H 0.79 -2.74 -0.31
21 H -0.35 -1.86 0.99
22 H 1.16 1.30 -1.69
23 H 1.82 -0.26 -2.33
24 H 1.56 -0.62 1.97
25 H 2.05 -2.28 1.50
26 H 3.43 0.68 -1.04
27 H 2.10 1.11 0.40
28 H -0.55 -0.95 -1.53
29 H -2.54 -0.82 -1.26
30 H -0.23 1.06 0.50
31 H 3.73 -0.97 0.80
32 H 3.11 -1.76 -0.41

Output
Total charge: +2
Energy relative to the best compared isomer or geometry (same formula, charge and spin) (eV): 7.5792
Frontier orbital gap (alpha / beta) (Eh): 0.3313 / 0.2451
Largest force on an atom (eV/Å): 5.28
Spin multiplicity: 1



The following is a quantum chemistry calculation of a 10-piece molecular cluster, C3H26O10S2 overall in a non-equilibrium geometry, from the OMol25 dataset.

Positions of all 41 atoms, in Å:
1 O 0.21 -0.11 -0.94
2 C 0.47 0.44 0.38
3 C 0.41 -0.70 1.40
4 C 1.03 -0.28 2.72
5 S 1.12 -1.63 3.92
6 S -0.77 -2.17 4.35
7 H 0.05 0.62 -1.58
8 H -0.28 1.20 0.60
9 H 1.46 0.89 0.37
10 H 0.97 -1.54 1.00
11 H -0.64 -0.98 1.53
12 H 0.53 0.60 3.14
13 H 2.07 0.00 2.55
14 H -1.19 -1.36 5.33
15 O -0.33 -2.82 -1.09
16 H 0.47 -3.30 -1.31
17 H -0.11 -1.87 -1.14
18 O -2.76 1.99 0.80
19 H -3.66 2.14 1.15
20 H -2.76 1.06 0.46
21 O -0.21 1.92 -2.69
22 H -0.82 2.54 -2.20
23 H -0.65 1.69 -3.49
24 O -2.53 -2.99 0.53
25 H -2.19 -3.24 1.42
26 H -1.76 -3.07 -0.08
27 O 3.77 -0.45 0.68
28 H 3.43 -0.48 -0.24
29 H 4.33 -1.23 0.76
30 O 2.78 -0.69 -1.81
31 H 1.85 -0.66 -1.52
32 H 2.87 0.15 -2.32
33 O 2.51 1.80 -2.92
34 H 2.93 2.55 -2.48
35 H 1.55 1.94 -2.91
36 O -1.83 3.46 -1.27
37 H -2.62 3.84 -1.69
38 H -2.14 2.93 -0.50
39 O -2.76 -0.43 -0.31
40 H -2.91 -1.32 0.08
41 H -1.86 -0.46 -0.68

Output
Frontier orbital gap (Eh): 0.3406
Largest force on an atom (eV/Å): 1.18
Spin multiplicity: 1



The following is a quantum chemistry calculation of one molecule with the formula C4H8I2OS in a non-equilibrium geometry, from the OMol25 dataset.

Positions of all 16 atoms, in Å:
1 O 1.57 1.26 2.36
2 I 3.73 0.31 -1.73
3 I -3.00 -0.83 1.96
4 S 1.56 0.36 1.19
5 C 1.65 0.90 -1.58
6 C -1.09 0.23 2.16
7 C 1.37 1.51 -0.20
8 C -0.03 -0.53 1.37
9 H 0.97 0.08 -1.82
10 H 1.50 1.68 -2.35
11 H -1.19 1.24 1.76
12 H -0.76 0.28 3.19
13 H 2.05 2.32 0.01
14 H 0.39 1.90 -0.17
15 H 0.11 -1.48 1.93
16 H -0.37 -0.75 0.38

Output
Energy relative to the best compared isomer or geometry (same formula, charge and spin) (eV): 0.1644
Frontier orbital gap (Eh): 0.3316
Largest force on an atom (eV/Å): 1.38
Spin multiplicity: 1